1.
# C4H9NO2

2 unconnected molecules or ions with the total composition C4H9NO2 in a non-equilibrium geometry (the ωB97M-V functional and the def2-TZVPD basis, OMol25).

Summary:
Multiplicity ... 2
E_HOMO (spin up / spin down) ... -3.28 / -3.25 eV
Net charge ... -1
Lowest unoccupied orbital energy (spin up / spin down) ... 4.0951 / 2.2562 eV

Cartesian coordinates (Å):
C -0.168 0.235 1.372
C -1.202 0.642 0.378
C -0.587 1.528 -0.749
O -1.898 -0.395 -0.140
C 0.688 -0.780 1.038
N 0.450 -1.646 0.007
O 2.233 0.154 -1.266
H 1.745 -0.914 1.288
H -0.186 0.794 2.283
H -2.018 1.329 0.866
H -1.344 1.437 -1.541
H -0.515 2.582 -0.462
H 0.443 1.139 -1.002
H 3.158 0.305 -1.479
H -0.555 -1.546 -0.160
H 1.055 -1.422 -0.827

2.
# C4H9NO2

A gas-phase ion, C4H9NO2 (charge -2) in a non-equilibrium geometry (the ωB97M-V functional and the def2-TZVPD basis, OMol25).

Summary:
Multiplicity ... 1
E_HOMO ... 0.70 eV
Net charge ... -2
Lowest unoccupied orbital energy ... 6.7183 eV

Cartesian coordinates (Å):
C -1.074 -0.946 1.274
O -0.875 -2.347 1.384
C -0.764 0.047 0.049
C 0.827 -0.413 -0.337
C 1.869 0.615 -0.832
O 3.225 0.391 -0.751
N -1.936 1.020 -0.873
H -2.027 -0.619 1.523
H -0.318 -0.544 2.041
H -1.452 -0.444 -0.714
H 1.256 -0.921 0.595
H 0.741 -1.234 -1.052
H 1.585 1.533 -0.275
H 1.604 0.803 -1.870
H -0.683 1.107 0.272
H -1.980 1.950 -0.432

3.
# C4H9NO2

A single C4H9NO2 molecule (the ωB97M-V functional and the def2-TZVPD basis, OMol25).

Summary:
Multiplicity ... 1
E_HOMO ... -9.55 eV
Lowest unoccupied orbital energy ... 0.8883 eV

Cartesian coordinates (Å):
C 0.965 0.952 1.935
C 0.792 1.597 0.563
N 0.448 0.595 -0.430
C -0.790 0.315 -0.703
O -1.943 0.538 -0.492
O -0.380 -0.867 -1.736
C -0.990 -2.122 -1.442
H 1.666 0.114 1.863
H 1.348 1.665 2.672
H 0.005 0.564 2.293
H 0.012 2.370 0.598
H 1.719 2.087 0.248
H 0.610 -0.518 -1.244
H -0.877 -2.769 -2.314
H -0.537 -2.590 -0.560
H -2.050 -1.929 -1.253

4.
# C4H9NO2

A single C4H9NO2 molecule in a non-equilibrium geometry (the ωB97M-V functional and the def2-TZVPD basis, OMol25).

Summary:
Multiplicity ... 1
E_HOMO ... -9.07 eV
SMILES string ... C[C@@H](N)CC(=O)O
Lowest unoccupied orbital energy ... 0.5997 eV

Cartesian coordinates (Å):
C 0.902 -0.393 2.431
C 0.955 -0.004 0.874
N 1.440 -1.065 0.114
C -0.423 0.659 0.416
C -0.927 0.506 -0.986
O -1.687 1.207 -1.583
O -0.466 -0.590 -1.574
H 0.095 -1.146 2.681
H 1.859 -0.895 2.761
H 0.759 0.545 3.156
H 1.696 0.879 0.858
H 1.046 -1.922 0.322
H 1.335 -0.727 -0.936
H -0.524 1.675 0.752
H -1.340 0.220 0.982
H -0.822 -0.720 -2.528